Entry 1:
127
Properties=species:S:1:pos:R:3:forces:R:3 method="wB97M-V/def2-TZVPD" gap_ev=6.15 charge=-1 e_tot_ev=-77861.589 e_homo_ev=-4.636
C -5.38028 8.31317 1.11793 -0.2787 -0.2031 -0.7032
C -4.26959 7.13926 1.19083 -0.4462 0.5289 0.8029
C -4.45596 6.19362 2.48238 0.4798 -0.5365 0.0996
C -3.29605 5.06422 2.53794 -0.0477 0.4166 -1.2647
C -3.46427 3.95618 1.37036 -0.3821 -0.3860 0.6995
C -3.45263 2.45573 1.97322 0.7534 0.6346 -0.9515
C -1.91123 2.05425 2.18907 -0.2482 -0.6398 0.8345
C -1.73264 0.61034 2.88209 -0.2266 -0.0640 -0.5798
C -2.42878 -0.57346 2.02251 0.3605 0.6552 0.0417
C -1.40849 -1.19520 0.93129 -1.1640 -1.0000 0.8978
C -1.18417 -2.74994 1.35216 0.7796 0.7018 0.0361
C 0.32173 -3.24955 1.04102 -1.9809 -1.2981 -0.9465
C 0.18586 -4.37608 -0.13401 1.4935 0.4115 0.3308
C 1.55669 -4.33048 -0.96914 -0.1544 0.6527 0.5555
C 1.48656 -3.39937 -2.28436 0.5492 -1.7768 0.0068
C 2.49340 -4.07414 -3.37408 -0.5289 1.4687 -0.4886
C 3.87485 -3.26735 -3.28760 0.1474 0.3089 0.0630
C 4.67107 -3.42445 -1.89981 0.0840 -0.2608 -0.2990
C 4.88663 -4.93434 -1.41290 -0.2570 -0.2523 0.4330
C 5.03130 -5.08434 0.18923 0.7090 -0.1732 -0.4558
C 6.52476 -4.67043 0.61089 -0.8224 -0.0968 0.0307
C 6.69017 -3.60306 1.83873 -2.2716 -0.5962 1.2889
O 7.94545 -3.73662 2.58763 -3.0503 -1.2563 -1.9532
P 8.62111 -5.16655 1.79905 4.5385 -0.0496 -1.2904
C 10.31546 -4.42528 2.40602 1.4094 2.3594 0.6452
C 10.77363 -3.19564 1.47492 2.6881 -2.3909 -2.3709
O 11.58887 -3.30938 0.53044 -3.1358 0.5546 3.5461
Cl 10.08835 -1.47803 1.70075 0.1241 -1.0030 0.1878
O 8.74010 -6.15560 3.21493 -2.6262 0.2514 -0.1676
C 7.48044 -6.44255 3.83890 0.4314 -1.4279 1.5968
C 6.94657 -7.95351 3.55102 -1.2963 1.3276 0.2359
C 5.36327 -7.91961 3.88492 -0.2819 0.1002 -0.0635
O 7.14984 -5.88413 1.15457 0.2775 3.1284 -0.0698
H -6.18128 8.18591 1.92508 1.2465 0.3759 -0.9828
H -5.93717 8.25441 0.10946 0.8106 0.0580 1.5267
H -4.91515 9.36171 1.13626 -0.6901 -1.5607 0.2898
H -4.34780 6.56361 0.20593 0.4925 0.5773 1.5368
H -3.24053 7.63695 1.32303 -1.4204 -0.9181 -0.5420
H -4.41723 6.82551 3.44553 0.0178 -0.7838 -1.5217
H -5.46270 5.65360 2.50409 1.1671 0.8153 -0.2560
H -3.25622 4.51241 3.53182 -0.0245 0.9653 -1.1424
H -2.31103 5.60933 2.31745 -1.2326 -0.7932 0.7730
H -2.61199 4.01350 0.61349 -1.1403 0.0218 0.9750
H -4.43714 4.12679 0.79999 1.1659 -0.1318 0.7514
H -4.02533 2.35205 2.95218 0.7031 0.3379 -1.1819
H -3.98598 1.80416 1.20008 0.9454 0.6137 1.1138
H -1.32276 2.06816 1.19701 -1.0333 0.0300 1.4353
H -1.42754 2.81952 2.90412 -0.7153 -0.9660 -1.2205
H -2.12914 0.58361 3.96076 0.4233 0.3249 -1.6078
H -0.61175 0.40190 2.94765 -1.4435 0.1409 -0.0278
H -3.35036 -0.21717 1.44744 1.1954 -0.2140 1.0601
H -2.80562 -1.34870 2.78001 0.6855 0.8679 -1.3404
H -0.41368 -0.64209 0.88081 -1.3790 -0.6046 0.1524
H -1.93933 -1.14578 -0.09108 1.1226 -0.1105 1.4283
H -1.35431 -2.91624 2.47981 -0.0095 0.5475 -1.7394
H -1.97592 -3.34025 0.76794 1.2974 0.5402 1.0051
H 1.00226 -2.38795 0.70540 -1.0055 -1.3306 0.6237
H 0.71119 -3.81001 1.95060 -0.1187 1.0906 -1.1253
H 0.08402 -5.41168 0.35931 -0.0308 1.5849 -0.7465
H -0.72205 -4.18523 -0.80126 1.2686 -0.2398 0.8564
H 2.34386 -3.85111 -0.28028 -1.0467 -1.0532 -0.9489
H 1.91838 -5.38592 -1.20890 -0.5681 1.5026 0.1043
H 0.40493 -3.38632 -2.64452 1.4166 0.0657 0.2793
H 1.86750 -2.33947 -2.09669 -0.7548 -1.3900 -0.0868
H 2.59541 -5.19887 -3.24279 -0.0598 1.5293 0.0164
H 2.01883 -3.91929 -4.41571 0.9225 -0.1714 1.4219
H 3.61001 -2.14646 -3.37616 0.3914 -1.6634 -0.0133
H 4.58155 -3.48285 -4.15879 -0.9926 -0.0024 1.0997
H 5.71739 -2.97123 -2.04734 -1.5952 -0.4487 0.3274
H 4.12900 -2.80900 -1.10213 0.7636 -0.9056 -0.9611
H 4.04356 -5.65061 -1.71523 1.0684 1.2929 0.1828
H 5.84039 -5.33681 -1.91816 -1.3844 0.4895 0.8728
H 4.23900 -4.51246 0.77445 0.8927 -0.5898 -0.8731
H 4.91721 -6.20001 0.42412 0.1723 1.6094 -0.1229
H 6.96121 -4.29576 -0.38997 0.0418 -0.6798 1.7756
H 5.85462 -3.98939 2.54702 1.0343 0.4964 -0.8212
H 6.32649 -2.53047 1.65330 1.2254 -1.2798 -0.2400
H 9.45071 -6.08219 1.02174 -0.6092 -0.4279 0.5087
H 8.82274 -4.28401 0.67069 -0.7824 -0.2215 -0.1972
H 10.13844 -4.01407 3.45792 0.3911 -0.5612 -1.3830
H 11.16525 -5.18538 2.40218 -1.0716 1.1502 -0.1074
H 6.65433 -5.68376 3.66426 1.1730 -0.9194 -0.1944
H 7.67727 -6.42949 4.98069 -0.3385 0.1364 -1.5286
H 7.05802 -8.19452 2.44662 0.1958 0.1721 1.5305
H 7.43742 -8.70612 4.25298 -0.3478 1.0198 -1.2243
H 4.75143 -7.99061 2.91474 0.8440 -0.0361 1.4691
H 5.04210 -8.74764 4.60983 0.4007 1.0613 -1.1489
H 5.04608 -6.92126 4.36858 0.6174 -1.4824 -0.6323
C -3.03323 -2.00466 -4.50693 0.1070 0.4091 -0.1313
C -3.45104 -3.23510 -5.28173 -0.3180 -0.1740 -0.1377
C -2.61260 -4.31777 -4.62965 0.2921 -0.1946 0.0729
O -2.41805 -3.92558 -3.26424 -0.1145 0.1623 -0.2328
C -2.83832 -2.56233 -3.11194 -0.0886 -0.1152 0.2805
H -3.76240 -1.19328 -4.54292 0.1375 -0.1240 0.0602
H -2.08087 -1.62733 -4.89518 -0.0395 0.0016 0.0413
H -4.51477 -3.43485 -5.11504 0.0571 -0.0022 -0.0465
H -3.28337 -3.15589 -6.35733 0.0084 -0.0336 0.0644
H -1.62645 -4.39468 -5.10033 -0.0317 -0.0456 -0.0830
H -3.09252 -5.29868 -4.66482 0.0749 0.0199 0.1138
H -3.77894 -2.56256 -2.54995 0.0003 0.1080 0.0201
H -2.09029 -2.00909 -2.53900 0.0150 -0.1243 0.0282
C -5.90949 12.59049 1.89400 0.4102 -0.1808 -0.1531
C -7.18701 13.00769 1.19971 -0.1997 0.3882 -0.1138
C -8.17264 11.97266 1.70735 -0.1402 -0.3249 0.0374
O -7.73930 11.59712 3.02180 0.1708 0.1868 -0.2412
C -6.42112 12.11724 3.23923 -0.1410 0.0240 0.3396
H -5.17267 13.39121 1.97669 -0.0443 -0.0589 0.0196
H -5.44975 11.75600 1.35458 0.0046 0.0699 0.0483
H -7.48459 14.00539 1.53872 -0.0030 -0.0561 -0.0575
H -7.11086 13.02619 0.11123 -0.0248 -0.0230 0.0711
H -8.16297 11.07375 1.08155 -0.0426 0.0474 -0.0790
H -9.19535 12.35406 1.75291 0.0392 -0.0786 0.0941
H -6.50171 12.94888 3.94781 0.1078 0.0029 0.0132
H -5.78836 11.34385 3.68019 -0.1284 -0.0205 0.0140
C -4.10762 3.39528 -4.26020 0.0983 0.2550 0.3837
C -3.34977 3.00952 -5.51110 -0.0389 0.1023 -0.4425
C -3.03705 1.54873 -5.25228 0.2220 -0.2776 0.1240
O -4.10337 1.03278 -4.44270 -0.0121 0.4731 -0.0489
C -4.89165 2.13178 -3.96472 -0.2747 -0.2255 -0.0357
H -4.74492 4.27229 -4.38513 0.0193 -0.0723 0.0207
H -3.40304 3.59690 -3.44669 -0.0771 0.0115 -0.0331
H -4.00364 3.10271 -6.38443 0.0748 0.0001 0.0281
H -2.45694 3.61146 -5.68776 -0.0427 -0.0720 0.0140
H -2.10411 1.43529 -4.69001 0.0515 0.0192 -0.0856
H -2.96123 0.96657 -6.17360 -0.0476 -0.0593 0.1047
H -5.84451 2.12061 -4.50517 -0.0378 0.0704 0.0645
H -5.09406 2.00275 -2.89923 0.0318 -0.1100 -0.0635

Entry 2:
142
Properties=species:S:1:pos:R:3:forces:R:3 method="wB97M-V/def2-TZVPD" gap_ev=4.93 charge=-1 e_tot_ev=-143930.544 e_homo_ev=-4.659
C 1.59555 2.86577 3.77505 0.1318 -0.8146 0.1013
C 0.06088 3.35601 4.08353 0.1198 0.1173 -0.1582
C -0.33088 4.81011 3.35934 1.7389 -0.8799 0.2367
C 0.04323 4.64914 1.77415 -0.3336 -0.9725 -0.2802
C -1.03119 5.30934 0.72588 0.2359 0.6761 0.8953
C -0.31467 5.86989 -0.63687 -0.4581 1.3709 -0.0195
C -0.73380 5.10730 -2.02177 0.5813 1.5720 -0.3769
B -0.60852 3.46974 -2.00067 -2.1051 -0.4663 -1.8960
P 1.09965 3.17961 -1.20196 2.0734 -0.2923 1.8974
P 2.71530 3.81159 -2.59439 3.9877 -3.1216 -0.1485
O 3.96375 2.82020 -2.37962 -4.1019 3.3913 -0.9716
O 2.22336 3.80725 -4.26372 2.2729 -0.1255 1.7617
O 3.26523 5.39517 -2.12694 -1.9417 -1.0951 -2.6735
O -1.81080 2.73024 -1.47678 -1.6578 -1.3056 0.0051
C -2.59392 2.06790 -2.57363 0.2020 2.2320 0.7260
C -3.83515 1.08061 -2.19339 0.4818 -1.0753 2.0339
C -3.81726 -0.41005 -2.85427 -1.4875 -0.5876 0.4133
C -5.16038 -0.54803 -3.82631 0.0600 -0.8335 0.8405
C -5.47231 -2.12652 -4.25913 -0.3178 1.5441 -0.0482
C -6.88192 -2.08379 -5.15801 0.9907 0.1593 0.5882
N -7.90835 -2.93205 -4.43763 -0.2742 1.0394 -0.3153
C -3.42421 3.30280 -3.31645 -0.7852 -0.3783 -0.9327
C -4.32301 4.23451 -2.33274 -2.7767 2.9386 2.1217
C -5.08361 5.53399 -3.06390 -0.8720 -0.2038 3.2121
C -6.07605 6.57048 -2.27587 1.9458 -3.4254 1.5823
C -6.37711 6.34546 -0.68041 2.2673 -1.9963 -1.8276
C -7.43438 7.41351 0.02587 -0.3795 -0.6424 -1.3507
C -5.63100 5.10214 0.08306 0.0191 0.9253 -3.6289
C -4.62391 4.04860 -0.73792 -1.2980 2.4447 -2.0225
C -1.33747 1.60387 -3.47389 1.1392 2.3747 -1.4705
C -1.90404 1.34825 -5.03336 -0.4166 -0.4456 -0.9099
C -1.51619 2.56680 -6.06098 7.2439 1.1586 -1.4235
O -0.27181 2.88190 -6.43068 -8.8211 -2.3401 2.4968
Cl -2.88817 3.61651 -6.82957 1.2205 -1.3068 0.9225
C -0.22657 0.49606 -3.13937 0.3289 -3.1759 3.1819
Cl 1.15557 0.33002 -4.43196 -2.1569 0.4102 1.8158
C -0.03867 -0.39959 -1.98496 0.3431 1.5700 -3.6250
C 1.24649 -1.46081 -1.84572 -0.1995 1.5628 0.8393
Cl -1.22179 -0.33742 -0.59159 1.4880 0.1829 -3.0502
O -0.52270 2.86893 -3.37962 -1.7037 -2.0850 -1.6361
H 1.71246 1.79413 4.28510 -0.1261 2.3043 -0.9544
H 2.42463 3.57950 4.21565 -1.7680 -1.3249 -0.8169
H 1.83669 2.69206 2.63304 -0.6662 0.5504 2.2642
H -0.65356 2.51004 3.64624 1.3886 1.8249 1.1504
H -0.03033 3.42685 5.27009 -0.0686 -0.2184 -2.5813
H 0.44464 5.59361 3.81488 -1.9793 -1.3825 -0.8237
H -1.43829 5.11204 3.58522 2.1238 -0.5659 -0.5232
H 1.15053 5.01711 1.58411 -2.3730 -0.6133 0.3125
H 0.05999 3.48038 1.53083 0.0252 2.5218 0.5348
H -1.88471 4.53202 0.53655 1.6544 1.4571 0.0635
H -1.54190 6.23847 1.27422 1.0482 -1.9384 -1.1371
H 0.86385 5.96214 -0.47005 -2.5848 -0.5142 -0.4457
H -0.68231 6.99963 -0.75782 0.7946 -2.2822 0.2378
H -1.80012 5.46413 -2.34417 1.8637 -0.5788 0.6005
H 0.02652 5.49390 -2.85764 -1.5739 -0.6303 1.5130
H 1.39474 1.76942 -0.99407 0.0719 0.8154 -0.8403
H 2.94296 3.30760 -4.78187 -1.3940 1.0141 1.3478
H 2.97473 6.04981 -2.83766 0.4578 -1.1671 1.3159
H -3.79269 0.92505 -1.01007 -0.0118 0.4002 -2.5402
H -4.91471 1.52561 -2.39760 2.5774 -0.5218 0.2809
H -4.00160 -1.19439 -1.97353 0.5027 1.6352 -1.9299
H -2.82439 -0.73791 -3.37165 -1.8247 0.8204 0.8067
H -6.10055 -0.20097 -3.17800 2.0152 -0.6310 -1.3331
H -5.12000 0.16174 -4.75524 0.0382 -1.3796 1.5859
H -5.62923 -2.76369 -3.26254 0.3382 1.3138 -2.3640
H -4.56689 -2.52868 -4.88620 -1.8024 0.5922 1.2600
H -6.62919 -2.47168 -6.24442 -0.8798 0.8079 2.2369
H -7.28887 -0.97683 -5.15206 1.1641 -1.9923 -0.5231
H -8.71612 -3.15939 -5.05716 0.8598 0.4973 0.7175
H -8.26158 -2.31449 -3.65606 0.3001 -1.1589 -1.2098
H -4.19008 2.74795 -4.04658 1.4368 1.3994 1.4448
H -2.77336 3.98024 -4.00619 -0.9938 -1.1352 1.6025
H -4.91807 5.70376 -4.22589 -0.3050 -0.4137 2.7327
H -6.58789 7.46576 -2.87643 1.2606 -2.2324 1.5125
H -8.24921 7.63676 -0.81750 1.7439 -0.4678 1.8228
H -8.04035 6.94313 0.92373 1.6003 1.0189 -1.7036
H -6.94599 8.45305 0.27153 -0.7985 -2.2535 -0.2085
H -5.87486 4.97058 1.24202 0.7619 0.1418 -2.8597
H -4.10484 3.13564 -0.17251 -1.2587 2.3978 -1.3176
H -1.45468 0.34555 -5.50080 -0.6373 2.4133 0.9695
H -3.08282 1.15574 -5.04157 2.6672 0.7812 0.1035
H 2.19133 -0.79385 -1.55535 -1.9871 -1.3857 -0.7312
H 1.05104 -2.16406 -0.92648 0.2263 1.2212 -2.0279
H 1.49052 -2.01577 -2.84666 -0.7712 1.0826 2.0278
O -1.10249 -0.78484 4.82276 3.6922 1.8904 0.8742
P -0.08249 -1.91879 4.55576 -6.0927 -3.5771 -1.7973
N -0.57079 -2.13602 2.95642 0.4041 0.6615 -1.5299
C -1.13248 -3.30506 2.31808 0.5910 -0.4007 -0.0396
C -0.43252 -1.02665 2.02537 -0.3778 0.2135 0.8890
N -0.89823 -3.00211 5.61118 -0.0123 -1.1884 2.1139
C -2.11155 -3.69711 5.23194 0.2723 -0.3564 -0.5510
C -1.06840 -2.47272 6.97228 0.2151 0.1930 -0.2652
N 1.09007 -3.22236 4.24882 1.5253 1.6652 1.3349
C 2.22821 -2.87123 3.40501 0.2622 0.2871 -0.7005
C 1.40465 -4.29710 5.17789 -0.0754 -0.4644 0.6282
H -0.70037 -4.23716 2.69193 -0.0532 0.0631 0.1530
H -0.94174 -3.31305 1.23768 0.0956 0.2403 0.0971
H -2.21792 -3.33660 2.45190 -0.0581 -0.0600 -0.0249
H 0.40359 -1.20663 1.34101 -0.1322 -0.0594 -0.1856
H -0.22718 -0.08303 2.54042 -0.0758 -0.1575 0.0958
H -1.34465 -0.87911 1.43726 0.2683 -0.2491 0.7595
H -2.87582 -3.01600 4.85753 -0.2702 0.0888 -0.1262
H -2.53653 -4.25960 6.07155 0.2270 0.3044 0.1513
H -1.89988 -4.46182 4.47899 -0.1002 0.2020 -0.0765
H -1.91791 -1.78125 7.03958 0.1130 0.0532 0.0337
H -0.16928 -1.93648 7.29459 -0.1033 0.0455 -0.0503
H -1.22558 -3.28482 7.68962 0.0062 -0.1161 -0.1725
H 2.11685 -3.34611 2.42273 0.1300 -0.0155 0.0800
H 3.19084 -3.18318 3.82359 -0.2201 -0.0120 0.0222
H 2.29079 -1.78962 3.25027 -0.0625 -0.1602 -0.1250
H 0.59438 -5.03608 5.19656 -0.0204 0.3686 0.1698
H 1.57332 -3.91814 6.19028 -0.0623 -0.2508 -0.0156
H 2.29577 -4.86156 4.88500 0.0848 0.4176 -0.2626
O 4.69588 -5.22573 1.84130 1.5284 -2.8346 2.8251
P 6.18042 -5.29579 1.40682 -2.3576 5.0596 -4.9303
N 6.45200 -3.65188 1.66622 0.4945 1.0772 1.4803
C 6.84734 -2.62663 0.72696 0.6671 -0.0406 -0.2198
C 6.28536 -3.11814 3.00936 -0.5212 -0.1612 0.0785
N 5.76361 -5.60995 -0.23040 0.0185 -1.6185 -1.6098
C 5.31332 -4.57164 -1.13492 0.5501 0.5060 -0.0354
C 4.89376 -6.78377 -0.39564 0.1274 0.0411 0.3391
N 7.88701 -5.37634 0.90736 -0.0549 -2.1657 1.5239
C 8.87144 -5.27176 1.98004 0.2398 0.4177 0.5500
C 8.38886 -6.13538 -0.22807 -0.0702 -0.4164 -0.7121
H 7.55175 -2.99333 -0.02446 -0.1481 -0.1066 -0.0078
H 7.36303 -1.79448 1.22221 -0.0886 -0.1970 0.1624
H 5.97330 -2.20598 0.22080 0.0443 0.0378 -0.0429
H 7.26195 -2.90924 3.45932 0.0577 0.1953 0.0259
H 5.77304 -3.82451 3.66998 -0.0027 0.0019 -0.2391
H 5.69405 -2.19621 3.00528 0.0383 -0.0059 0.0094
H 4.48310 -3.99832 -0.72232 -0.2017 0.2166 -0.0038
H 4.99786 -4.98340 -2.10078 -0.0267 -0.2802 0.3102
H 6.13580 -3.89673 -1.38896 -0.1793 0.0722 0.1501
H 3.84330 -6.54837 -0.18249 0.0611 -0.0923 0.0604
H 5.20235 -7.59222 0.27595 -0.0820 0.0693 0.0212
H 4.96013 -7.17778 -1.41502 0.1200 0.1801 0.0012
H 9.36585 -4.29409 1.93008 0.0348 -0.0769 0.0172
H 9.64604 -6.04448 1.93449 -0.2060 0.0201 -0.0851
H 8.39979 -5.36001 2.96365 0.1115 0.1654 -0.1201
H 8.14227 -5.62622 -1.16772 -0.2656 -0.2061 0.2505
H 7.97975 -7.14991 -0.24709 0.1047 0.1024 -0.2265
H 9.48030 -6.22050 -0.23029 -0.0656 0.0886 0.4679